DFT (wB97M-V/def2-TZVPD) results for C23H37CaCl2F7MgNNa2O18PS as an isolated structure at a distorted geometry.

Summary:
net charge: +2
HOMO-LUMO gap: 1.5 eV
E_LUMO: -0.28752 Eh
energy above the lowest of the compared OMol25 structures with the same formula, charge and spin: 21.53 kcal per mole

```
94
Properties=species:S:1:pos:R:3:forces:R:3:lowdin_charge:R:1
C 1.19102 -2.18722 -0.65427 0.7 0.1 -0.8 -0.219
O 2.14308 -1.84232 -1.67094 -1.2 0.5 0.4 -0.240
C 2.62938 -0.47919 -1.55306 0.9 1.0 -0.2 -0.151
C 2.95366 0.17653 -2.90697 -0.4 -1.0 0.0 -0.080
C 2.06669 -0.17843 -4.08772 0.7 -0.3 -0.7 -0.084
O 0.94044 0.74518 -4.29765 1.0 0.6 1.0 0.115
C 0.00199 0.71755 -3.43386 -0.5 -0.8 -0.3 -0.490
O -0.37603 -0.38284 -2.95341 0.1 0.7 0.2 -0.196
N -0.63365 1.88559 -3.06102 0.5 0.5 -0.9 -0.056
C -1.86223 2.13973 -3.86433 -1.2 -0.3 0.5 -0.132
C -2.95054 1.08950 -3.60235 0.5 -0.2 -0.4 -0.148
C -4.36391 1.63508 -3.79130 0.5 -0.2 0.5 -0.044
C -4.95926 2.24718 -2.54448 -0.4 -0.2 -0.8 -0.458
F -6.25685 2.50279 -2.78985 -0.3 0.1 0.0 0.152
F -4.36491 3.42480 -2.24625 0.3 0.1 0.4 0.118
C -4.94881 1.34346 -1.29122 0.2 0.7 0.2 -0.582
F -5.81531 1.76861 -0.41265 -0.7 0.2 0.5 0.223
F -3.75036 1.35568 -0.68204 0.6 -0.1 0.1 0.111
F -5.22379 0.08025 -1.59802 -0.1 -0.6 -0.3 0.175
C 0.26692 3.03019 -3.00156 -0.6 0.4 0.2 -0.660
Cl 0.53695 3.81081 -4.57332 0.4 0.0 -0.1 0.804
C -0.24634 4.17178 -2.06449 0.5 -0.8 -0.3 -0.691
C 0.94225 4.78472 -1.34197 0.0 -0.8 -0.7 -0.143
Cl -1.32905 3.53471 -0.79465 -0.2 0.2 0.2 0.726
H 0.37318 -2.68872 -1.17500 2.4 -1.4 1.9 -0.040
H 1.55230 -2.94732 0.05761 -0.3 0.3 0.1 0.116
H 0.74865 -1.32506 -0.09638 0.5 -0.5 -0.6 -0.131
H 3.57990 -0.51011 -1.00147 -0.2 0.1 0.1 0.143
H 1.96533 0.16903 -0.98628 -0.5 -0.4 0.2 0.120
H 3.04104 1.25094 -2.78791 0.1 0.2 0.1 0.131
H 3.93198 -0.18786 -3.20507 0.2 0.1 -0.1 0.142
H 2.67064 -0.09179 -4.97939 -0.3 0.2 -0.4 0.132
H 1.74029 -1.20746 -4.09284 -0.3 -0.1 0.0 0.116
H -2.26338 3.10055 -3.56369 0.2 0.3 0.2 0.113
H -1.66466 2.17705 -4.93114 0.4 0.1 -0.1 0.135
H -2.77586 0.66802 -2.61726 -0.2 0.0 0.2 0.084
H -2.81019 0.27756 -4.31269 0.0 -0.1 -0.1 0.126
H -5.02286 0.83267 -4.09643 -0.2 0.0 -0.2 0.141
H -4.34876 2.41058 -4.55028 -0.3 0.1 -0.2 0.151
H 1.22117 2.71017 -2.60027 0.2 -0.3 -0.2 0.101
H -0.75493 4.88696 -2.69564 -0.4 0.2 0.2 0.097
H 0.60015 5.66723 -0.82747 0.5 0.0 -2.7 0.016
H 1.31199 4.02266 -0.64621 0.1 0.2 0.2 0.094
H 1.76241 4.99575 -2.01914 0.0 0.5 -0.1 0.115
O 1.17998 0.09052 -8.28254 -0.1 0.7 0.6 -0.148
P 0.86356 -1.25748 -7.65240 0.1 0.0 0.3 -0.129
O 1.95087 -1.60199 -6.64125 0.2 0.0 0.0 -0.243
O 0.82075 -2.26457 -8.78829 -0.2 -0.8 0.2 -0.106
O -0.49232 -1.23135 -6.94947 -0.2 0.2 -0.2 -0.240
Na 0.46109 5.78093 0.71889 -0.6 0.7 3.4 0.767
C -2.68839 9.09950 2.51224 0.2 0.2 0.0 -0.143
O -1.42930 9.20035 1.83345 0.0 -0.3 0.0 -0.150
H -3.19093 8.20638 2.14967 0.0 0.0 0.0 0.072
H -2.54383 9.01522 3.59053 -0.1 0.0 0.0 0.081
H -3.31224 9.96730 2.29872 -0.1 0.0 0.0 0.085
H -0.99376 9.99361 2.15754 0.1 0.0 -0.1 0.077
Na 3.60975 -2.89064 -0.58648 2.3 -1.0 0.8 0.686
C -4.09577 -2.67254 0.49621 -0.1 -0.2 -0.3 -0.029
C -3.64286 -1.87444 1.69571 -0.3 -0.2 0.2 -0.352
O -2.84216 -2.81812 2.39772 0.3 0.1 -0.3 0.071
C -2.33692 -3.70079 1.49910 -0.2 -0.2 0.2 -0.600
O -1.44633 -4.44808 1.70150 0.3 0.0 -0.1 0.182
O -2.98762 -3.59303 0.29819 0.0 0.8 -0.1 0.017
F -4.66622 -1.48904 2.47034 0.0 -0.1 0.1 0.116
H -4.99948 -3.24469 0.70125 0.0 0.0 0.1 0.161
H -4.25886 -2.05488 -0.38469 0.1 -0.1 -0.1 0.119
H -3.03464 -1.00032 1.44669 -0.1 0.1 0.1 0.108
Mg -0.08320 -0.94360 1.94435 -0.5 0.2 1.0 0.838
C -3.10672 -2.21050 6.00756 0.0 -0.2 -0.2 -0.014
C -1.75669 -2.77308 6.42676 -0.2 0.3 0.0 -0.310
C -1.49782 -2.76621 7.92004 0.1 -0.1 0.0 -0.082
O -0.06935 -2.65801 7.98407 -0.2 0.0 0.0 0.084
C 0.35149 -2.03630 6.86832 0.1 0.1 0.0 -0.570
O 1.43904 -1.60848 6.68013 0.1 0.0 -0.1 0.179
O -0.66100 -1.95143 5.95465 -0.3 -0.2 -0.1 0.032
H -2.99334 -1.22890 5.54972 0.0 0.1 0.1 0.085
H -3.58790 -2.86077 5.27908 0.0 0.0 0.0 0.070
H -3.78619 -2.12728 6.85483 0.0 0.1 0.0 0.089
H -1.61445 -3.77340 6.01361 0.1 0.0 0.1 0.155
H -1.82993 -3.67498 8.41384 0.1 0.0 0.0 0.145
H -1.93649 -1.90169 8.42249 0.0 0.0 -0.1 0.143
C 7.95601 -5.44939 3.05666 0.3 0.1 0.2 -0.132
C 7.64518 -4.13151 3.74706 -0.4 -0.3 0.4 -0.161
O 7.75586 -3.17365 2.68996 0.9 -0.2 -0.4 -0.215
S 7.31582 -3.78180 1.35244 0.4 0.0 0.7 0.556
O 5.95171 -3.38174 1.13971 -1.2 -0.1 -1.2 -0.293
O 8.27749 -3.53971 0.34090 -0.2 0.1 -0.4 -0.212
O 7.31896 -5.32096 1.75397 -0.2 0.0 0.1 -0.196
H 9.02552 -5.59226 2.90201 0.0 0.0 -0.1 0.134
H 7.54954 -6.30548 3.58587 -0.2 -0.1 -0.2 0.132
H 8.32906 -3.88102 4.54765 0.1 0.2 -0.1 0.141
H 6.62655 -4.09996 4.12929 0.0 0.1 0.0 0.127
F 6.96271 -1.51333 4.16891 -0.4 0.2 0.3 -0.669
Ca -0.95587 -2.11135 -2.07221 -3.5 0.3 -1.8 1.585
```
Positions in Å, forces in eV/Å.